No. 1
This record from the Open Molecules 2025 dataset describes 2 unconnected molecules or ions with the total composition O2S3 at a distorted geometry. The level of theory is ωB97M-V/def2-TZVPD.

Each line ends with the Mulliken spin population.
Geometry (Å):
O (-0.389, 1.026, -1.255)  0.140
O (-0.953, 1.022, 1.159)  0.140
S (2.896, -0.658, -0.071)  1.132
S (-1.282, -1.658, 0.075)  0.302
S (-0.273, 0.268, 0.092)  0.285

As for the spin multiplicity: 3. The total charge is -2. The orbital gap (spin up / spin down) is 6.065 / 5.322 eV. As for the expectation value of S²: 2.02. The calculation puts the total energy at -36597.982 eV.

No. 2
This record from the Open Molecules 2025 dataset describes a molecular structure, O2S3 at a distorted geometry. The level of theory is ωB97M-V/def2-TZVPD.

Each line ends with the Löwdin charge.
Geometry (Å):
O (1.409, 1.671, -0.028)  -0.612
O (0.558, -1.107, 0.760)  -0.853
S (-1.333, -1.725, -1.366)  0.191
S (-0.052, -2.375, -0.120)  0.420
S (0.169, 1.105, 0.524)  0.853

The orbital gap (spin up / spin down) is 6.415 / 4.273 eV. The calculation puts the total energy at -36596.688 eV.

No. 3
This record from the Open Molecules 2025 dataset describes a molecular structure, O4PRb5 at a distorted geometry. The level of theory is ωB97M-V/def2-TZVPD.

Each line ends with the Löwdin charge.
Geometry (Å):
Rb (2.777, -0.785, -0.391)  1.016
Rb (-2.743, 2.612, 0.535)  1.003
Rb (0.691, 2.814, -1.094)  0.964
Rb (0.863, 1.795, 2.282)  0.958
Rb (0.371, -4.011, 1.278)  1.003
P (-0.390, -0.478, -0.513)  -0.281
O (-0.669, 0.790, 0.117)  -0.807
O (0.496, -1.375, 0.406)  -0.835
O (0.307, -0.055, -1.910)  -0.592
O (-1.702, -1.307, -0.710)  -0.430

The total charge is +2. The orbital gap is 4.209 eV. The calculation puts the total energy at -20746.194 eV.

No. 4
This record from the Open Molecules 2025 dataset describes a molecular structure, O4PSn at a distorted geometry. The level of theory is ωB97M-V/def2-TZVPD.

Each line ends with the Löwdin charge.
Geometry (Å):
Sn (-1.253, -1.337, 2.064)  0.925
P (0.368, 0.223, -0.393)  -0.137
O (1.625, 1.040, -0.359)  -0.396
O (-0.856, 0.797, 0.463)  -0.499
O (0.482, -1.295, -0.056)  -0.539
O (-0.366, 0.572, -1.719)  -0.353

The total charge is -1. The orbital gap is 4.122 eV. The calculation puts the total energy at -23310.018 eV.

No. 5
This record from the Open Molecules 2025 dataset describes 2 unconnected molecules or ions with the total composition O5S2 at a distorted geometry. The level of theory is ωB97M-V/def2-TZVPD.

Each line ends with the Mulliken spin population.
Geometry (Å):
O (1.943, 1.158, 0.940)  0.113
O (1.701, 0.046, -1.340)  0.141
O (-2.390, 0.492, -1.349)  0.181
O (-2.742, -0.713, 0.740)  0.177
O (1.873, -1.265, 0.805)  0.129
S (-1.849, 0.278, 0.056)  0.652
S (1.464, 0.005, 0.150)  0.607

As for the spin multiplicity: 3. The total charge is -2. The orbital gap (spin up / spin down) is 4.914 / 7.933 eV. As for the expectation value of S²: 2.01. The calculation puts the total energy at -31906.448 eV.

No. 6
This record from the Open Molecules 2025 dataset describes a molecular structure, O6S2 at a distorted geometry. The level of theory is ωB97M-V/def2-TZVPD.

Each line ends with the Löwdin charge.
Geometry (Å):
O (2.074, -1.122, 0.755)  -0.539
O (-0.001, 0.416, 0.819)  -0.491
O (2.375, 1.008, -0.221)  -0.553
O (-1.296, 0.899, -1.377)  -0.460
O (-2.378, 0.311, 0.675)  -0.434
O (-0.949, -1.348, -0.545)  -0.448
S (1.451, -0.152, -0.171)  0.673
S (-1.178, 0.041, -0.133)  0.252

The total charge is -2. The orbital gap is 7.330 eV. The calculation puts the total energy at -33955.429 eV.

No. 7
This record from the Open Molecules 2025 dataset describes OS in the gas phase at a distorted geometry. The level of theory is ωB97M-V/def2-TZVPD.

Each line ends with the Löwdin charge.
Geometry (Å):
O (0.000, 0.000, -0.731)  -0.699
S (0.000, 0.000, 0.731)  0.699

The orbital gap is 6.413 eV. As for the SMILES: O=S. The calculation puts the total energy at -12880.039 eV.

No. 8
This record from the Open Molecules 2025 dataset describes a molecular structure, S2 at a distorted geometry. The level of theory is ωB97M-V/def2-TZVPD.

Each line ends with the Mulliken spin population.
Geometry (Å):
S (0.000, 0.000, 1.338)  0.500
S (0.000, 0.000, -1.338)  0.500

As for the spin multiplicity: 2. The total charge is -1. The orbital gap (spin up / spin down) is 6.804 / 5.773 eV. As for the expectation value of S²: 0.76. The calculation puts the total energy at -21669.320 eV.

Please write out number 4 again, unchanged.
This record from the Open Molecules 2025 dataset describes a molecular structure, O4PSn at a distorted geometry. The level of theory is ωB97M-V/def2-TZVPD.

Each line ends with the Löwdin charge.
Geometry (Å):
Sn (-1.253, -1.337, 2.064)  0.925
P (0.368, 0.223, -0.393)  -0.137
O (1.625, 1.040, -0.359)  -0.396
O (-0.856, 0.797, 0.463)  -0.499
O (0.482, -1.295, -0.056)  -0.539
O (-0.366, 0.572, -1.719)  -0.353

The total charge is -1. The orbital gap is 4.122 eV. The calculation puts the total energy at -23310.018 eV.